Here is a cluster of 10 separate species, C40H69N5O10S5 in total from the Open Molecules 2025 dataset. Energies are from ωB97M-V/def2-TZVPD.

Output
HOMO level in Eh: -0.2780
E_tot in eV: -124696.478
LUMO level in Ha: 0.0024
SMILES string: O=S1(=O)CCCC1.O=S1(=O)CCCC1.O=S1(=O)CCCC1.O=S1(=O)CCCC1.O=S1(=O)CCCC1.c1cc[nH]c1.c1cc[nH]c1.c1cc[nH]c1.CCCC#N.CCCC#N
Relative energy (zero: lowest compared OMol25 entry of this formula, charge and spin) in eV: 0.000
Orbital gap in eV: 7.628

Each line ends with the Mulliken charge.
CARTESIAN COORDINATES (ANGSTROEM)
1 O 3.825 5.284 -0.006  -0.7400
2 S 3.526 -0.334 4.848  1.1153
3 C 1.782 1.489 5.887  -0.1349
4 H -4.858 -2.185 -3.565  -0.0549
5 H 1.235 -2.249 0.530  0.2574
6 C 1.153 5.203 0.756  -0.2466
7 C -4.600 -1.575 2.003  -0.6379
8 S 0.536 5.109 -3.838  1.0818
9 C -1.874 1.627 -0.311  -0.2087
10 H -6.046 0.052 -3.201  0.4406
11 H 1.043 0.677 -0.231  -0.3487
12 H 4.016 1.964 5.505  0.4655
13 H 1.669 2.292 -5.060  0.2724
14 C 4.299 -3.035 1.246  -0.4364
15 C -2.734 3.629 -0.178  -0.8919
16 C 0.214 -1.361 -7.505  -0.8194
17 H 5.460 -0.563 -0.593  0.4474
18 H 1.203 -0.076 -2.586  -0.5131
19 N 0.822 -4.503 3.311  0.3223
20 H -3.822 -2.308 4.588  0.3666
21 H -1.181 -2.637 -4.946  0.2906
22 O 0.933 -0.303 -5.121  -0.6182
23 S 2.788 4.352 0.340  0.9899
24 H -3.692 -0.242 -2.724  -0.0867
25 C -5.740 -0.599 -2.382  -0.9650
26 H 3.834 -3.306 2.182  0.5414
27 H -6.457 -0.466 -1.572  0.4158
28 C 5.124 -1.508 -0.193  -0.5611
29 H -2.693 2.551 -2.017  0.4934
30 S -2.103 -1.898 3.060  1.4082
31 H -1.059 3.612 -4.642  0.4093
32 H -0.030 0.272 5.834  0.2751
33 H 0.932 3.079 2.647  -0.3096
34 C -5.671 -2.106 -2.843  -0.2411
35 H 1.427 6.049 2.718  0.3440
36 C 3.338 1.191 5.867  -0.8805
37 C 1.177 -4.741 4.598  -0.5155
38 C -1.658 -0.688 -5.617  -0.1022
39 C -0.650 3.749 -3.641  -0.8919
40 H 5.829 -2.955 -1.658  0.4385
41 C 1.050 -0.828 -1.812  -0.1191
42 H 1.085 6.175 0.267  0.6556
43 O 2.474 3.235 -0.524  -0.4100
44 H -4.431 0.897 -1.595  0.3176
45 H -3.050 -3.818 4.249  0.5306
46 H -1.614 0.664 -0.723  0.3218
47 O 0.471 5.814 -2.525  -0.6089
48 C 0.838 -1.258 0.751  0.2954
49 C 5.298 -2.801 -0.730  -0.5584
50 H 1.737 -1.609 -2.137  0.7160
51 H -4.304 -3.599 1.869  0.2965
52 C -1.688 1.999 0.917  -0.2374
53 C 2.749 -5.590 3.320  -0.4857
54 H -1.084 1.492 1.655  0.7881
55 H 1.472 1.771 4.881  -0.2135
56 H -5.029 -0.761 2.587  0.4026
57 C 0.926 5.182 2.288  -0.9437
58 C -5.412 -3.050 -1.753  0.3774
59 H -0.241 -1.337 0.617  -0.3132
60 H -0.499 -3.438 -7.219  0.3728
61 H 2.380 2.039 -3.602  0.4251
62 N 4.473 -1.704 1.006  0.3459
63 H -1.364 3.993 -2.854  0.2389
64 H 0.001 -4.004 3.001  0.4297
65 N -1.424 -1.796 -2.008  -0.4985
66 C 2.981 3.828 2.091  -0.8539
67 H 4.875 -4.769 -0.035  0.4072
68 H 1.208 -1.757 -7.296  0.3350
69 H -3.321 4.441 -0.582  0.5281
70 H 1.598 -1.766 5.078  0.4184
71 C -4.328 -0.159 -1.842  0.1358
72 C -2.372 3.273 1.074  -1.4355
73 H -2.347 -0.236 -6.331  0.4529
74 H -3.856 -0.750 -1.057  -0.1627
75 H -2.564 -2.597 -5.816  0.3960
76 H -6.563 -2.358 -3.416  0.3951
77 H 3.420 2.832 2.146  0.3243
78 H 0.526 2.651 -2.186  -0.2796
79 H 2.741 4.455 -4.641  0.4972
80 C 1.826 -5.021 2.468  -0.6257
81 C 1.564 2.623 -4.027  -0.8526
82 H 0.494 4.560 0.174  -0.2040
83 H -1.771 -0.366 -4.582  -0.3629
84 H 4.159 -0.981 1.638  0.1737
85 H 1.411 2.265 6.556  0.4946
86 C 1.590 3.934 2.800  0.2794
87 H 1.234 -0.508 4.027  -0.4829
88 H -0.117 5.261 2.592  0.3713
89 H -1.558 -2.339 -8.071  0.2321
90 C 1.409 -0.342 -0.356  0.5564
91 O 3.789 0.130 3.472  -0.6373
92 H -5.493 -3.382 3.077  0.4840
93 C 4.838 -3.714 0.192  -0.6713
94 C 1.021 0.157 6.098  -0.6817
95 C 2.382 -5.401 4.617  -0.6683
96 H 1.034 -1.037 1.800  -0.5045
97 O -1.080 -2.727 2.466  -0.8770
98 C -0.351 -1.364 -1.970  0.2393
99 H 2.923 -5.698 5.503  0.4161
100 H 2.498 -0.306 -0.330  0.3764
101 N -2.452 2.602 -1.038  0.1212
102 H 1.111 -0.347 7.060  0.3641
103 H 1.660 -4.925 1.405  0.4808
104 C -1.562 -2.169 -5.853  -0.5024
105 O -0.195 1.279 -6.711  -0.7218
106 C 1.703 -0.684 4.995  0.0515
107 H 3.688 4.563 2.476  0.3820
108 H 0.455 -4.474 5.355  0.5038
109 H -5.184 -1.623 1.084  0.1846
110 H 2.392 4.189 -2.880  -0.0384
111 H 1.709 3.971 3.883  0.3575
112 O 0.422 5.904 -5.089  -0.7309
113 O 4.312 -1.341 5.516  -0.7159
114 N -5.296 -3.793 -0.864  -0.4949
115 H 3.609 0.879 6.875  0.3421
116 O -1.812 -0.802 3.945  -0.7520
117 H 3.595 -6.174 2.990  0.4080
118 S -0.018 -0.075 -6.193  1.2441
119 C -0.879 -2.417 -7.223  -0.7086
120 C 0.245 2.574 -3.236  1.5990
121 H -2.960 -0.174 1.731  -0.3791
122 C -4.557 -2.958 2.714  -0.7231
123 C -3.479 -2.939 3.768  -0.9622
124 H -2.755 -1.621 0.727  0.3264
125 C -3.098 -1.255 1.695  -0.0256
126 H -0.193 1.594 -3.425  -0.6307
127 C 2.037 4.068 -3.904  -0.4272
128 H 0.130 -0.831 -8.454  0.4242
129 H -2.541 3.936 1.910  0.5131

---

Here is a cluster of 2 separate species, C9H15F7O3P in total from the Open Molecules 2025 dataset. Energies are from ωB97M-V/def2-TZVPD.

Output
HOMO level in Eh: -0.2712
E_tot in eV: -44034.263
Net charge: -1
LUMO level in Ha: 0.0752
Orbital gap in eV: 9.424

Each line ends with the natural charge from an NBO analysis.
CARTESIAN COORDINATES (ANGSTROEM)
1 C -1.872 0.991 -0.152  -0.0586
2 H 0.954 -0.327 -2.604  0.2419
3 C 3.670 1.326 -1.841  -0.4685
4 C -3.257 0.348 -0.165  -0.6417
5 F -3.584 -3.404 2.203  -0.5948
6 P -4.596 -2.562 3.198  2.5988
7 H 1.164 1.388 -2.330  0.2060
8 C 3.012 2.698 0.204  -0.4419
9 H -3.997 1.124 0.026  0.1988
10 H 4.646 0.855 -2.004  0.2250
11 O 2.767 -3.112 -1.298  -0.5391
12 H 0.567 1.263 -0.058  0.1667
13 H 4.751 3.002 -0.943  0.2001
14 C 0.345 0.375 -0.654  -0.0481
15 C 3.318 -2.064 -1.186  1.0535
16 H -1.980 2.046 -0.425  0.1486
17 F -5.835 -1.493 3.436  -0.5977
18 H 2.681 1.959 0.924  0.2056
19 C 3.842 2.413 -0.827  -0.1437
20 H -3.452 -0.111 -1.130  0.2096
21 H -1.490 0.926 0.868  0.1703
22 H 2.720 3.731 0.364  0.2060
23 F -4.546 -3.904 4.159  -0.5962
24 H 3.410 1.766 -2.804  0.2274
25 F 4.161 -1.828 -0.170  -0.3371
26 H -3.338 -0.362 0.653  0.2664
27 H 2.779 0.092 -0.364  0.1918
28 O 3.243 -1.046 -2.027  -0.5260
29 F -3.945 -1.883 4.556  -0.5968
30 F -5.805 -3.359 2.398  -0.5978
31 C 2.717 0.201 -1.446  0.1082
32 O -1.000 0.338 -1.066  -0.5433
33 C 1.266 0.408 -1.865  -0.4519
34 H 0.553 -0.508 -0.037  0.1677
35 F -3.866 -1.290 2.409  -0.6093

---

Here is a cluster of 2 separate species, C5H10N2O4S in total from the Open Molecules 2025 dataset. Energies are from ωB97M-V/def2-TZVPD.

Output
HOMO level in Eh: -0.3505
E_tot in eV: -27347.606
LUMO level in Ha: 0.0226
Relative energy (zero: lowest compared OMol25 entry of this formula, charge and spin) in eV: 3.177
Orbital gap in eV: 10.152

Each line ends with the natural charge from an NBO analysis.
CARTESIAN COORDINATES (ANGSTROEM)
1 C -3.541 -0.631 -0.849  -0.8976
2 O -1.074 0.002 -0.189  -0.6979
3 O 2.153 2.696 -0.514  -0.4141
4 H -4.485 -0.086 -1.173  0.2665
5 H 2.292 -1.470 -0.402  0.2049
6 H -0.959 3.045 0.399  0.2616
7 H 2.611 1.150 1.354  0.2113
8 N 1.042 -0.128 0.637  -0.4410
9 H 1.527 0.541 2.472  0.2275
10 H 2.819 -0.461 1.931  0.1756
11 H 2.200 0.020 -0.918  0.2026
12 H 0.804 -0.872 -1.344  0.2276
13 C 1.974 0.354 1.608  -0.3953
14 O -0.634 0.755 1.892  -0.6621
15 H -3.014 -0.569 -1.897  0.2549
16 H -3.699 -1.654 -0.675  0.2315
17 O -3.018 1.621 0.105  -0.9447
18 S -2.679 0.262 0.443  1.5526
19 C -0.135 2.709 -0.151  -0.0374
20 N 1.007 2.870 -0.266  0.1909
21 C -0.228 0.258 0.858  0.8895
22 C 1.595 -0.698 -0.530  -0.4069